(1)
Computed, not measured: C6H12O in the gas phase, with wB97M-V/def2-TZVPD.

Properties
energy above the lowest of the compared OMol25 structures with the same formula, charge and spin	123.8	kJ/mol
structure (SMILES)	CC(C)[C@H]1C[C@H]1O
HOMO level	-9.56	eV
orbital gap	0.3870	hartree
maximum force	0.297	eV/Å

Positions of all 19 atoms, in Å:
1 C 1.330 0.917 0.677
2 C 0.708 -0.383 0.159
3 C 1.663 -1.051 -0.836
4 C -0.660 -0.211 -0.504
5 C -1.894 -0.847 0.099
6 C -1.792 0.635 0.029
7 O -1.695 1.314 1.247
8 H 0.700 1.372 1.444
9 H 2.309 0.715 1.128
10 H 1.480 1.638 -0.137
11 H 0.588 -1.054 1.019
12 H 2.626 -1.282 -0.367
13 H 1.857 -0.379 -1.682
14 H 1.244 -1.981 -1.236
15 H -0.619 -0.231 -1.594
16 H -2.613 -1.367 -0.527
17 H -1.766 -1.265 1.095
18 H -2.408 1.139 -0.718
19 H -1.226 2.140 1.074

***

(2)
Computed, not measured: 8 unconnected molecules or ions with the total composition C35H90ClN6O15 at a distorted geometry, with wB97M-V/def2-TZVPD.

Properties
net charge	-1
energy above the lowest of the compared OMol25 structures with the same formula, charge and spin	700.0	kJ/mol
HOMO level	-5.45	eV
orbital gap	0.2727	hartree
maximum force	4.939	eV/Å

Positions of all 147 atoms, in Å:
1 Cl 0.044 0.253 0.933
2 O -0.300 1.080 -0.125
3 O -0.965 0.235 2.021
4 O 0.357 -1.011 0.389
5 O 1.210 0.784 1.504
6 C 3.822 6.141 -4.482
7 C 2.476 6.507 -5.126
8 C 2.261 5.749 -6.493
9 O 1.466 6.041 -4.414
10 H 3.686 5.219 -3.918
11 H 3.977 6.932 -3.748
12 H 4.683 6.206 -5.148
13 H 2.360 7.580 -5.282
14 H 2.340 4.688 -6.256
15 H 3.058 6.117 -7.139
16 H 1.311 5.873 -7.013
17 H 1.442 5.089 -4.540
18 C -6.371 -9.289 -6.940
19 O -5.877 -7.981 -6.877
20 C -4.805 -7.843 -7.838
21 C -4.090 -6.447 -7.881
22 N -3.472 -6.106 -6.581
23 C -2.033 -6.251 -6.416
24 C -1.238 -5.628 -7.689
25 O -1.466 -4.252 -7.757
26 C -1.322 -3.663 -9.017
27 H -6.357 -9.810 -7.897
28 H -7.397 -9.227 -6.578
29 H -5.874 -9.784 -6.105
30 H -4.998 -8.268 -8.823
31 H -4.030 -8.554 -7.554
32 H -4.830 -5.676 -8.094
33 H -3.378 -6.384 -8.704
34 H -3.754 -5.175 -6.310
35 H -2.025 -7.324 -6.607
36 H -1.562 -5.895 -5.500
37 H -1.422 -6.134 -8.637
38 H -0.175 -5.806 -7.525
39 H -1.873 -3.961 -9.909
40 H -0.357 -3.795 -9.507
41 H -1.323 -2.598 -8.785
42 C -4.623 6.753 -0.417
43 O -4.735 8.177 -0.713
44 C -4.076 8.667 -1.885
45 C -4.796 8.204 -3.169
46 N -3.928 8.596 -4.269
47 C -3.725 10.054 -4.533
48 C -2.773 10.458 -5.662
49 O -3.481 11.125 -6.723
50 C -4.497 10.410 -7.407
51 H -4.475 6.162 -1.321
52 H -5.485 6.384 0.138
53 H -3.798 6.465 0.235
54 H -3.004 8.490 -1.793
55 H -4.124 9.755 -1.850
56 H -5.653 8.841 -3.384
57 H -5.037 7.147 -3.282
58 H -3.025 8.149 -4.188
59 H -3.201 10.500 -3.688
60 H -4.764 10.380 -4.563
61 H -2.083 9.680 -5.989
62 H -2.212 11.294 -5.246
63 H -5.024 10.977 -8.175
64 H -5.232 9.935 -6.758
65 H -3.875 9.582 -7.748
66 C 3.781 -6.599 9.794
67 O 2.826 -5.560 9.378
68 C 3.178 -5.007 8.022
69 C 2.164 -3.953 7.516
70 N 1.045 -3.600 8.453
71 C 1.595 -2.692 9.416
72 C 0.663 -2.156 10.394
73 O 0.155 -3.273 11.090
74 C -0.443 -2.888 12.283
75 H 4.846 -6.372 9.762
76 H 3.505 -7.591 9.435
77 H 3.588 -6.762 10.855
78 H 3.400 -5.697 7.208
79 H 4.126 -4.473 8.083
80 H 1.769 -4.352 6.581
81 H 2.576 -2.987 7.225
82 H 0.348 -3.121 7.900
83 H 2.044 -1.975 8.728
84 H 2.289 -3.289 10.007
85 H -0.015 -1.550 9.793
86 H 1.336 -1.537 10.987
87 H -1.088 -3.665 12.695
88 H -1.100 -2.025 12.177
89 H 0.252 -2.628 13.083
90 C -2.418 -8.456 -0.059
91 O -3.729 -8.398 0.326
92 C -4.669 -9.057 -0.428
93 C -5.935 -9.211 0.391
94 N -6.320 -7.955 1.256
95 C -6.681 -6.940 0.352
96 C -7.469 -5.794 1.082
97 O -6.471 -5.297 2.003
98 C -6.634 -3.961 2.358
99 H -1.750 -7.756 0.442
100 H -2.493 -8.134 -1.097
101 H -2.052 -9.483 -0.050
102 H -4.273 -10.061 -0.584
103 H -5.096 -8.540 -1.288
104 H -5.679 -10.004 1.094
105 H -6.671 -9.625 -0.298
106 H -7.068 -8.300 1.841
107 H -7.313 -7.416 -0.399
108 H -6.016 -6.477 -0.378
109 H -8.349 -6.069 1.664
110 H -7.839 -4.969 0.473
111 H -5.809 -3.658 3.003
112 H -7.547 -3.798 2.931
113 H -6.748 -3.292 1.505
114 C 3.165 10.768 3.535
115 C 3.883 9.428 3.569
116 C 5.134 9.729 4.409
117 O 5.961 10.743 3.850
118 C 6.891 11.053 4.852
119 N 2.996 8.468 4.155
120 H 3.734 11.535 3.010
121 H 2.913 11.245 4.483
122 H 2.192 10.632 3.063
123 H 4.122 9.028 2.583
124 H 5.800 8.866 4.393
125 H 4.797 9.899 5.432
126 H 7.299 10.281 5.504
127 H 6.585 11.853 5.527
128 H 7.774 11.435 4.339
129 H 3.354 7.568 3.870
130 H 2.069 8.532 3.760
131 C 8.717 -3.287 -0.541
132 C 8.447 -2.263 0.528
133 C 9.643 -1.846 1.388
134 O 10.020 -2.841 2.334
135 C 11.181 -2.410 2.977
136 N 7.715 -1.126 -0.190
137 H 7.820 -3.791 -0.903
138 H 9.420 -4.070 -0.257
139 H 9.074 -2.812 -1.454
140 H 7.667 -2.696 1.153
141 H 9.299 -0.960 1.921
142 H 10.440 -1.486 0.737
143 H 10.723 -2.284 3.958
144 H 11.616 -1.463 2.654
145 H 11.909 -3.196 3.176
146 H 6.849 -1.506 -0.544
147 H 7.407 -0.440 0.484

***

> Which value of orbital gap does entry 2 give?

0.2727 hartree

***

> Look up the orbital gap of the first one.

0.3870 hartree

***

> The highest energy above the lowest of the compared OMol25 structures with the same formula, charge and spin belongs to which entry?

C35H90ClN6O15